Entry 1:
DFT (the ωB97M-V functional and the def2-TZVPD basis) results for one molecule with the formula C14H12S at a distorted geometry.

Geometry as XYZ:
```
27
Properties=species:S:1:pos:R:3:forces:R:3:nbo_charge:R:1
C -2.76244 -1.78106 0.32132 0.918 -0.034 -0.852 -0.2080
C -1.38683 -1.94175 0.24979 0.134 0.744 0.016 -0.1871
C -3.30859 -0.55002 -0.01442 1.027 -0.312 0.698 -0.1974
C -0.58489 -0.85861 -0.06770 1.942 -0.594 0.925 -0.1240
C -2.46910 0.56164 -0.13095 -0.586 -1.309 0.703 -0.0396
C -1.09222 0.40935 -0.17099 -1.614 0.475 -0.186 -0.0786
C 3.22390 -1.36917 -0.25440 3.092 -1.492 -1.577 -0.2221
C 1.86104 -1.82126 -0.07613 -0.010 2.862 1.066 -0.2791
C 3.69673 -0.11136 -0.58676 -1.203 -2.287 0.136 -0.1776
C 0.88711 -0.89410 0.03004 0.797 3.546 -1.221 0.0986
C 2.36204 1.18688 1.06399 0.358 0.058 1.833 -0.4194
C 2.83857 1.05792 -0.35581 1.055 1.694 -0.930 -0.2777
C 1.38186 0.73987 -0.00539 -0.352 -2.647 1.631 -0.2115
C -3.06781 1.88357 0.01909 2.945 0.631 -4.387 -0.6182
S -0.04506 1.80485 -0.16947 0.634 -0.525 -0.673 0.3059
H -3.36379 -2.60031 0.61325 -0.675 -0.668 0.148 0.2129
H -0.78593 -2.76730 0.55868 -0.452 -1.076 0.107 0.2120
H -4.37425 -0.43902 0.01856 -0.386 0.274 0.031 0.2090
H 3.94702 -2.33057 -0.37808 -1.389 2.662 0.210 0.2082
H 1.76296 -2.84137 0.10558 -0.675 -1.620 -0.141 0.2195
H 4.65983 -0.00744 -1.08433 -0.135 0.049 0.433 0.2254
H 2.73371 0.43488 1.84008 -0.489 0.884 -1.442 0.2270
H 2.28441 2.20894 1.54896 -0.266 -1.247 -1.035 0.2276
H 3.14568 2.02930 -0.92251 -0.873 -1.815 1.053 0.2381
H -3.53678 2.00888 -0.97566 0.092 0.952 0.359 0.2242
H -3.79467 1.92176 0.70073 -2.531 0.367 2.966 0.2181
H -2.19246 2.55229 0.15166 -1.358 0.427 0.126 0.2139
```
Positions in Å, forces in eV/Å.

Calculated values
* orbital gap: 7.763 eV
* energy relative to the best compared isomer or geometry (same formula, charge and spin): 0.0 kcal/mol
* multiplicity: 1
* largest force on an atom: 0.10348 Eh/bohr
* HOMO energy: -7.6 eV


Entry 2:
DFT (the ωB97M-V functional and the def2-TZVPD basis) results for one molecule with the formula C14H13BrClNO at a distorted geometry.

Geometry as XYZ:
```
31
Properties=species:S:1:pos:R:3:forces:R:3:nbo_charge:R:1
Cl -2.89958 2.07433 0.91031 0.260 -0.684 0.511 -0.0194
Br -4.21519 -0.27661 2.44781 1.032 0.157 -0.469 0.0288
N 0.86608 -0.85480 -2.39468 0.293 -0.731 -1.313 -0.4429
O -0.09321 0.50698 1.33295 -1.109 0.146 0.453 -0.4886
C -0.28558 -1.16846 -1.85414 0.222 -0.455 -0.227 0.2656
C 4.11836 0.76377 -1.66584 -1.958 -0.831 -1.377 -0.2093
C 3.84311 1.25556 -0.39674 -1.002 -0.167 1.584 -0.2229
C -0.55266 -0.71040 -0.56957 -0.515 1.287 1.427 -0.1557
C 3.06159 0.09018 -2.32255 1.786 0.246 -0.265 -0.1831
C 2.59534 1.02392 0.21842 1.906 0.936 -0.152 -0.1657
C 0.34241 0.12524 0.11309 -3.273 -2.662 -0.646 0.4384
C 1.81153 -0.16796 -1.70926 -0.270 -0.381 -1.303 0.1601
C 1.56667 0.31076 -0.43854 2.684 2.080 1.332 -0.1831
C -1.26715 -2.08640 -2.60408 0.309 0.838 0.174 -0.6495
C -2.10408 1.33553 3.45648 -0.351 0.685 -0.599 -0.6611
C -1.79962 -0.87195 0.27586 0.811 -0.824 -0.696 -0.4502
C -2.51938 0.74270 2.08298 0.609 0.932 1.360 -0.0166
C -1.39065 -0.17116 1.55720 -0.426 -0.944 0.440 0.0253
H 5.07750 0.97347 -2.14877 -0.444 -0.274 0.090 0.2214
H 4.64314 1.77737 0.13324 -0.445 -0.032 0.031 0.2135
H 3.20924 -0.29350 -3.34163 -0.167 0.165 0.518 0.2260
H 2.44421 1.45246 1.21281 -0.148 -0.287 -0.320 0.2182
H -2.27711 -1.64353 -2.62628 0.402 0.019 -0.231 0.2184
H -1.40179 -3.03091 -2.08315 0.237 -0.158 0.171 0.2207
H -0.88504 -2.29112 -3.61326 -0.224 0.190 0.339 0.2406
H -2.95975 1.77700 3.97697 0.191 0.130 -0.312 0.2331
H -1.70948 0.58322 4.11436 0.099 -0.688 0.085 0.2248
H -1.30539 2.07806 3.33203 -0.291 -0.080 -0.171 0.2375
H -2.67509 -0.41561 -0.16563 -0.208 0.167 -0.240 0.2319
H -2.02631 -1.94147 0.43021 0.013 0.465 0.106 0.2328
H -1.21213 -0.94668 2.33939 -0.024 0.755 -0.301 0.2110
```
Positions in Å, forces in eV/Å.

Calculated values
* orbital gap: 8.433 eV
* energy relative to the best compared isomer or geometry (same formula, charge and spin): 0.0 kcal/mol
* multiplicity: 1
* largest force on an atom: 0.08300 Eh/bohr
* HOMO energy: -8.1 eV


Entry 3:
DFT (the ωB97M-V functional and the def2-TZVPD basis) results for one molecule with the formula C14H13BrN4O2S2 at a distorted geometry.

Geometry as XYZ:
```
36
Properties=species:S:1:pos:R:3:forces:R:3:nbo_charge:R:1
O -1.81984 2.93127 -2.03213 0.686 -0.521 1.424 -0.5907
O 3.89022 0.91031 4.93970 -0.078 -0.655 -0.664 -0.5553
Br -7.90719 -0.00080 -4.55189 0.843 0.230 0.608 0.0575
N 1.96130 -1.16315 0.67215 1.195 1.830 0.729 -0.2381
N 4.07851 0.93879 2.71807 -1.199 0.796 -2.048 -0.5693
S 2.74185 1.31262 0.48688 -0.468 0.444 -0.467 0.3986
S 0.35025 -0.06889 -0.96443 0.173 -1.039 -0.306 0.3071
C -1.45482 1.78467 -1.74513 0.538 5.038 -0.927 0.6692
C 4.23292 0.35000 3.90936 1.885 -0.178 2.780 0.6665
C 1.75709 -0.04472 0.04367 -0.409 -1.585 0.529 -0.1661
C 3.36818 0.38005 1.81569 0.633 -0.407 -0.040 0.2988
C -5.87036 1.49211 -3.05920 1.092 -0.626 -0.113 -0.2341
C -5.29460 -0.78883 -3.46851 -2.729 0.393 -1.315 -0.2239
C -4.57972 1.73883 -2.51026 1.084 -0.048 0.686 -0.2185
C -4.07344 -0.51191 -3.03049 2.837 -0.008 1.261 -0.2413
C -6.22921 0.28620 -3.63564 0.701 -1.067 0.539 -0.0733
C -3.58279 0.74294 -2.56091 -1.870 -0.088 -0.986 0.1643
N -2.21155 0.81196 -2.23776 -0.210 -2.446 0.604 -0.5913
N 2.96087 -0.91298 1.64217 -1.337 -1.001 -0.449 -0.2861
C -0.04517 1.65278 -0.98939 -0.700 -0.161 -0.625 -0.6289
C 4.99935 -0.97085 3.94670 -0.510 0.110 -0.467 -0.5053
C 3.56295 -2.09882 2.19475 -1.137 -2.627 1.378 -0.2256
C 3.91954 -2.05918 3.66718 2.268 0.531 0.365 -0.4084
H -6.54731 2.29558 -3.06931 -0.818 0.894 0.014 0.2296
H -5.41672 -1.85943 -3.69103 -0.807 0.832 -0.279 0.2339
H -4.32874 2.67829 -1.96360 -0.446 -0.666 -0.966 0.2521
H -3.51215 -1.44174 -2.99897 0.924 0.484 0.270 0.2122
H -1.74731 -0.05938 -2.33406 0.073 -1.055 0.086 0.3977
H 0.80626 2.09170 -1.56732 -1.357 0.486 0.365 0.2534
H -0.08682 2.03539 0.06440 -0.297 -0.030 -1.178 0.2642
H 5.86453 -0.97952 3.19579 -1.251 -0.104 1.091 0.2173
H 5.31491 -1.11224 4.97041 0.514 0.095 0.128 0.2366
H 4.42586 -2.35551 1.60444 0.606 -0.032 -0.140 0.2013
H 2.92138 -3.07004 2.19256 0.255 2.173 -0.948 0.2425
H 3.12712 -1.93842 4.41192 -0.311 0.102 -0.578 0.2299
H 4.42463 -2.99704 3.93424 -0.373 -0.096 -0.360 0.2234
```
Positions in Å, forces in eV/Å.

Calculated values
* orbital gap: 8.919 eV
* energy relative to the best compared isomer or geometry (same formula, charge and spin): 47.0 kcal/mol
* multiplicity: 1
* largest force on an atom: 0.10017 Eh/bohr
* HOMO energy: -8.7 eV


- Which value of energy relative to the best compared isomer or geometry (same formula, charge and spin) does entry 2 give?
  0.0 kcal/mol


Repeat the third record exactly.
DFT (the ωB97M-V functional and the def2-TZVPD basis) results for one molecule with the formula C14H13BrN4O2S2 at a distorted geometry.

Geometry as XYZ:
```
36
Properties=species:S:1:pos:R:3:forces:R:3:nbo_charge:R:1
O -1.81984 2.93127 -2.03213 0.686 -0.521 1.424 -0.5907
O 3.89022 0.91031 4.93970 -0.078 -0.655 -0.664 -0.5553
Br -7.90719 -0.00080 -4.55189 0.843 0.230 0.608 0.0575
N 1.96130 -1.16315 0.67215 1.195 1.830 0.729 -0.2381
N 4.07851 0.93879 2.71807 -1.199 0.796 -2.048 -0.5693
S 2.74185 1.31262 0.48688 -0.468 0.444 -0.467 0.3986
S 0.35025 -0.06889 -0.96443 0.173 -1.039 -0.306 0.3071
C -1.45482 1.78467 -1.74513 0.538 5.038 -0.927 0.6692
C 4.23292 0.35000 3.90936 1.885 -0.178 2.780 0.6665
C 1.75709 -0.04472 0.04367 -0.409 -1.585 0.529 -0.1661
C 3.36818 0.38005 1.81569 0.633 -0.407 -0.040 0.2988
C -5.87036 1.49211 -3.05920 1.092 -0.626 -0.113 -0.2341
C -5.29460 -0.78883 -3.46851 -2.729 0.393 -1.315 -0.2239
C -4.57972 1.73883 -2.51026 1.084 -0.048 0.686 -0.2185
C -4.07344 -0.51191 -3.03049 2.837 -0.008 1.261 -0.2413
C -6.22921 0.28620 -3.63564 0.701 -1.067 0.539 -0.0733
C -3.58279 0.74294 -2.56091 -1.870 -0.088 -0.986 0.1643
N -2.21155 0.81196 -2.23776 -0.210 -2.446 0.604 -0.5913
N 2.96087 -0.91298 1.64217 -1.337 -1.001 -0.449 -0.2861
C -0.04517 1.65278 -0.98939 -0.700 -0.161 -0.625 -0.6289
C 4.99935 -0.97085 3.94670 -0.510 0.110 -0.467 -0.5053
C 3.56295 -2.09882 2.19475 -1.137 -2.627 1.378 -0.2256
C 3.91954 -2.05918 3.66718 2.268 0.531 0.365 -0.4084
H -6.54731 2.29558 -3.06931 -0.818 0.894 0.014 0.2296
H -5.41672 -1.85943 -3.69103 -0.807 0.832 -0.279 0.2339
H -4.32874 2.67829 -1.96360 -0.446 -0.666 -0.966 0.2521
H -3.51215 -1.44174 -2.99897 0.924 0.484 0.270 0.2122
H -1.74731 -0.05938 -2.33406 0.073 -1.055 0.086 0.3977
H 0.80626 2.09170 -1.56732 -1.357 0.486 0.365 0.2534
H -0.08682 2.03539 0.06440 -0.297 -0.030 -1.178 0.2642
H 5.86453 -0.97952 3.19579 -1.251 -0.104 1.091 0.2173
H 5.31491 -1.11224 4.97041 0.514 0.095 0.128 0.2366
H 4.42586 -2.35551 1.60444 0.606 -0.032 -0.140 0.2013
H 2.92138 -3.07004 2.19256 0.255 2.173 -0.948 0.2425
H 3.12712 -1.93842 4.41192 -0.311 0.102 -0.578 0.2299
H 4.42463 -2.99704 3.93424 -0.373 -0.096 -0.360 0.2234
```
Positions in Å, forces in eV/Å.

Calculated values
* orbital gap: 8.919 eV
* energy relative to the best compared isomer or geometry (same formula, charge and spin): 47.0 kcal/mol
* multiplicity: 1
* largest force on an atom: 0.10017 Eh/bohr
* HOMO energy: -8.7 eV


Copy entry 2 word for word.
DFT (the ωB97M-V functional and the def2-TZVPD basis) results for one molecule with the formula C14H13BrClNO at a distorted geometry.

Geometry as XYZ:
```
31
Properties=species:S:1:pos:R:3:forces:R:3:nbo_charge:R:1
Cl -2.89958 2.07433 0.91031 0.260 -0.684 0.511 -0.0194
Br -4.21519 -0.27661 2.44781 1.032 0.157 -0.469 0.0288
N 0.86608 -0.85480 -2.39468 0.293 -0.731 -1.313 -0.4429
O -0.09321 0.50698 1.33295 -1.109 0.146 0.453 -0.4886
C -0.28558 -1.16846 -1.85414 0.222 -0.455 -0.227 0.2656
C 4.11836 0.76377 -1.66584 -1.958 -0.831 -1.377 -0.2093
C 3.84311 1.25556 -0.39674 -1.002 -0.167 1.584 -0.2229
C -0.55266 -0.71040 -0.56957 -0.515 1.287 1.427 -0.1557
C 3.06159 0.09018 -2.32255 1.786 0.246 -0.265 -0.1831
C 2.59534 1.02392 0.21842 1.906 0.936 -0.152 -0.1657
C 0.34241 0.12524 0.11309 -3.273 -2.662 -0.646 0.4384
C 1.81153 -0.16796 -1.70926 -0.270 -0.381 -1.303 0.1601
C 1.56667 0.31076 -0.43854 2.684 2.080 1.332 -0.1831
C -1.26715 -2.08640 -2.60408 0.309 0.838 0.174 -0.6495
C -2.10408 1.33553 3.45648 -0.351 0.685 -0.599 -0.6611
C -1.79962 -0.87195 0.27586 0.811 -0.824 -0.696 -0.4502
C -2.51938 0.74270 2.08298 0.609 0.932 1.360 -0.0166
C -1.39065 -0.17116 1.55720 -0.426 -0.944 0.440 0.0253
H 5.07750 0.97347 -2.14877 -0.444 -0.274 0.090 0.2214
H 4.64314 1.77737 0.13324 -0.445 -0.032 0.031 0.2135
H 3.20924 -0.29350 -3.34163 -0.167 0.165 0.518 0.2260
H 2.44421 1.45246 1.21281 -0.148 -0.287 -0.320 0.2182
H -2.27711 -1.64353 -2.62628 0.402 0.019 -0.231 0.2184
H -1.40179 -3.03091 -2.08315 0.237 -0.158 0.171 0.2207
H -0.88504 -2.29112 -3.61326 -0.224 0.190 0.339 0.2406
H -2.95975 1.77700 3.97697 0.191 0.130 -0.312 0.2331
H -1.70948 0.58322 4.11436 0.099 -0.688 0.085 0.2248
H -1.30539 2.07806 3.33203 -0.291 -0.080 -0.171 0.2375
H -2.67509 -0.41561 -0.16563 -0.208 0.167 -0.240 0.2319
H -2.02631 -1.94147 0.43021 0.013 0.465 0.106 0.2328
H -1.21213 -0.94668 2.33939 -0.024 0.755 -0.301 0.2110
```
Positions in Å, forces in eV/Å.

Calculated values
* orbital gap: 8.433 eV
* energy relative to the best compared isomer or geometry (same formula, charge and spin): 0.0 kcal/mol
* multiplicity: 1
* largest force on an atom: 0.08300 Eh/bohr
* HOMO energy: -8.1 eV